This record from the Open Molecules 2025 dataset describes a molecular structure, C42H41AsCuIN2P2S. The level of theory is ωB97M-V/def2-TZVPD.

Each line ends with the Löwdin spin population.
Positions of all 91 atoms, in Å:
Cu (-0.173, 0.579, 0.510)  0.45
S (3.332, -1.960, 1.846)  0.00
C (1.966, -2.963, 2.246)  0.00
C (1.950, -4.209, 2.858)  0.00
C (0.725, -4.812, 3.072)  0.00
C (-0.462, -4.181, 2.692)  0.00
C (-0.446, -2.943, 2.084)  0.00
C (0.779, -2.321, 1.852)  0.00
N (0.976, -1.092, 1.259)  0.02
C (2.235, -0.766, 1.200)  0.00
C (2.666, 0.504, 0.653)  0.02
C (4.016, 0.829, 0.504)  0.01
C (4.374, 2.055, -0.019)  -0.01
C (3.385, 2.955, -0.390)  0.01
C (2.040, 2.624, -0.260)  0.03
C (1.657, 1.407, 0.283)  0.23
H (2.871, -4.687, 3.162)  0.00
H (0.685, -5.784, 3.544)  0.00
H (-1.407, -4.671, 2.888)  0.00
H (-1.355, -2.441, 1.786)  0.00
H (4.775, 0.110, 0.794)  0.00
H (5.418, 2.310, -0.145)  0.00
H (3.655, 3.919, -0.802)  0.00
H (1.299, 3.345, -0.584)  0.00
C (-2.380, -0.598, 4.460)  0.00
P (-2.499, 0.933, 3.434)  0.00
C (-3.200, 2.047, 4.725)  0.00
C (-4.065, 0.592, 2.534)  0.00
C (-3.839, -0.492, 1.482)  0.01
P (-2.443, -0.217, 0.269)  0.02
C (-3.228, 1.018, -0.835)  0.00
C (-2.733, -1.722, -0.742)  0.00
H (-3.335, -0.849, 4.925)  0.00
H (-1.637, -0.420, 5.240)  0.00
H (-2.031, -1.439, 3.862)  0.00
H (-4.013, 1.550, 5.256)  0.00
H (-3.582, 2.953, 4.255)  0.00
H (-2.427, 2.324, 5.444)  0.00
H (-4.375, 1.526, 2.055)  0.00
H (-4.849, 0.294, 3.235)  0.00
H (-4.734, -0.617, 0.869)  0.00
H (-3.639, -1.439, 1.992)  0.00
H (-4.282, 0.777, -0.980)  0.00
H (-2.718, 0.998, -1.799)  0.00
H (-3.133, 2.021, -0.423)  0.00
H (-3.805, -1.865, -0.877)  0.00
H (-2.310, -2.609, -0.270)  0.00
H (-2.267, -1.603, -1.717)  0.00
I (-1.066, 3.692, 1.184)  0.03
C (0.392, 3.339, 2.675)  0.00
C (0.877, 4.414, 3.399)  0.00
C (1.830, 4.144, 4.371)  0.00
C (2.245, 2.836, 4.569)  0.00
C (1.682, 1.842, 3.785)  0.00
N (0.767, 2.093, 2.850)  0.02
H (0.524, 5.417, 3.213)  0.00
H (2.238, 4.949, 4.967)  0.00
H (2.990, 2.592, 5.312)  0.00
H (1.966, 0.802, 3.908)  0.00
C (4.574, 0.696, -3.932)  0.00
C (3.645, 1.727, -3.936)  0.00
C (2.410, 1.549, -3.335)  0.00
C (2.096, 0.336, -2.732)  0.01
C (3.042, -0.681, -2.696)  0.00
C (4.277, -0.502, -3.301)  0.00
As (0.334, 0.081, -1.942)  0.07
C (-0.004, -1.744, -2.487)  0.02
C (0.419, -2.901, -1.856)  0.00
C (0.071, -4.137, -2.385)  0.00
C (-0.718, -4.201, -3.525)  0.00
C (-1.167, -3.044, -4.144)  0.00
C (-0.814, -1.800, -3.632)  0.00
C (-1.228, -0.492, -4.166)  0.00
C (-2.027, -0.281, -5.285)  0.00
C (-2.336, 1.012, -5.680)  0.00
C (-1.881, 2.104, -4.954)  0.00
C (-1.103, 1.907, -3.822)  0.00
C (-0.760, 0.617, -3.448)  0.01
H (5.531, 0.827, -4.417)  0.00
H (3.890, 2.666, -4.415)  0.00
H (1.681, 2.351, -3.347)  0.00
H (2.810, -1.622, -2.211)  0.00
H (5.009, -1.298, -3.285)  0.00
H (1.008, -2.847, -0.947)  0.00
H (0.409, -5.046, -1.906)  0.00
H (-0.998, -5.165, -3.928)  0.00
H (-1.798, -3.118, -5.020)  0.00
H (-2.405, -1.119, -5.856)  0.00
H (-2.945, 1.169, -6.560)  0.00
H (-2.133, 3.107, -5.271)  0.00
H (-0.775, 2.757, -3.234)  0.00

The calculation puts the LUMO energy (spin up / spin down) at -2.5 / -3.5 eV. Its multiplicity is 2. The expectation value of S² is 0.756. The value obtained for the HOMO energy (spin up / spin down) is -10.10 / -10.48 eV. The value obtained for the frontier orbital gap (spin up / spin down) is 7.6 / 7.0 eV. The total charge is +1. The energy above the lowest of the compared OMol25 structures with the same formula, charge and spin comes out at 0.644 eV. As for the largest force on an atom: 0.900 eV/Å.

This record from the Open Molecules 2025 dataset describes a molecular structure, C12H19N3O2S2Ta. The level of theory is ωB97M-V/def2-TZVPD.

Each line ends with the Löwdin charge.
Positions of all 39 atoms, in Å:
Ta (-0.865, 1.052, -0.037)  1.37
N (1.113, -0.143, -0.094)  -0.09
C (1.429, -0.971, 1.141)  -0.15
C (1.227, -0.244, 2.469)  -0.07
C (-0.173, -0.194, 2.955)  -0.21
O (-0.853, -0.465, 3.821)  0.35
O (-1.048, 0.516, 1.625)  -0.37
H (1.170, -0.801, -0.878)  0.13
H (1.907, 0.479, -0.262)  0.08
H (2.475, -1.270, 1.082)  0.15
H (0.831, -1.880, 1.087)  0.15
H (1.602, 0.783, 2.442)  0.14
H (1.782, -0.771, 3.251)  0.17
C (-0.286, 6.296, -1.905)  0.01
N (0.114, 4.974, -1.369)  0.01
C (0.035, 4.511, -0.143)  -0.72
S (0.717, 2.868, 0.109)  0.67
N (-0.405, 5.129, 0.927)  0.02
C (-0.780, 6.553, 1.100)  0.01
H (-0.126, 6.259, -2.977)  0.11
H (0.330, 7.086, -1.487)  0.11
H (-1.340, 6.479, -1.718)  0.10
H (0.562, 4.360, -2.033)  0.14
H (-0.347, 4.596, 1.781)  0.14
H (-1.652, 6.803, 0.504)  0.10
H (0.060, 7.197, 0.856)  0.11
H (-1.026, 6.686, 2.149)  0.11
S (-2.411, 2.550, -0.915)  0.74
C (-3.269, 1.239, -0.150)  -0.79
C (-3.966, 1.401, 1.073)  -0.06
C (-4.708, 0.356, 1.557)  0.01
C (-4.773, -0.859, 0.854)  0.03
C (-4.097, -1.036, -0.343)  -0.01
C (-3.341, 0.012, -0.857)  -0.15
H (-3.918, 2.341, 1.607)  0.13
H (-5.256, 0.466, 2.484)  0.14
H (-5.370, -1.670, 1.254)  0.14
H (-4.170, -1.971, -0.883)  0.14
H (-2.841, -0.095, -1.819)  0.12

The calculation puts the LUMO energy at -12.1 eV. The value obtained for the HOMO energy is -19.08 eV. The value obtained for the frontier orbital gap is 6.9 eV. The total charge is +3. The energy above the lowest of the compared OMol25 structures with the same formula, charge and spin comes out at 0.303 eV. As for the largest force on an atom: 0.997 eV/Å.